No. 1
C38H40BrFeN7 as an isolated structure, computed with ωB97M-V with the def2-TZVPD basis set.

Cartesian coordinates (Å):
Fe 0.163 0.050 -0.066
C 1.527 -4.334 -2.968
C 0.361 -3.453 -2.509
C -0.937 -3.925 -2.791
C -2.021 -3.341 -2.194
C -1.774 -2.151 -1.447
Br -3.354 -1.370 -0.742
N -0.545 -1.641 -1.212
C 0.549 -2.320 -1.745
H 1.197 -5.374 -3.214
H 2.302 -4.436 -2.174
H 1.992 -3.962 -3.858
H -1.126 -4.779 -3.434
H -3.051 -3.666 -2.353
H 1.540 -1.885 -1.606
C 0.340 0.415 -3.474
N 0.836 0.824 -2.142
C 1.934 1.541 -2.153
C 2.512 1.775 -0.845
C 3.592 2.536 -0.340
C 3.590 2.298 1.054
C 2.518 1.419 1.302
N 1.842 1.140 0.188
C -0.493 1.502 -4.176
C 0.098 2.454 -5.031
C -0.585 3.567 -5.399
C -1.964 3.697 -5.096
C -2.540 2.768 -4.301
C -1.849 1.617 -3.926
H -0.322 -0.422 -3.383
H 1.231 0.155 -4.112
H 2.417 1.960 -3.079
H 4.250 3.205 -0.900
H 4.243 2.714 1.783
H 2.207 0.961 2.246
H 1.153 2.337 -5.426
H -0.110 4.307 -5.977
H -2.551 4.515 -5.545
H -3.584 2.832 -3.987
H -2.468 0.824 -3.488
C 4.799 -3.338 4.126
C 5.211 -3.073 2.840
C 4.310 -2.542 1.893
C 2.998 -2.266 2.262
C 2.611 -2.463 3.612
C 3.507 -3.010 4.498
C 2.196 -1.568 1.305
C 0.869 -1.204 1.397
C -0.129 -1.953 2.254
C -0.936 -1.172 3.085
C -2.011 -1.739 3.766
C -2.160 -3.116 3.851
C -1.218 -3.946 3.219
C -0.282 -3.358 2.369
H 5.456 -3.802 4.847
H 6.233 -3.317 2.535
H 4.691 -2.287 0.910
H 1.685 -2.063 3.989
H 3.143 -3.252 5.520
H 2.833 -1.232 0.488
H -0.629 -0.129 3.221
H -2.733 -1.046 4.240
H -2.999 -3.532 4.438
H -1.273 -5.032 3.306
H 0.413 -3.990 1.798
C -0.660 2.656 1.603
N -1.583 3.758 1.879
C -2.783 3.253 2.563
N -3.476 2.210 1.748
C -2.523 1.161 1.508
N -1.326 1.595 0.778
C -1.752 2.206 -0.468
N -2.665 3.326 -0.230
C -1.959 4.326 0.569
C -3.837 2.809 0.490
H -0.277 2.252 2.547
H 0.149 2.987 0.983
H -3.480 4.080 2.702
H -2.483 2.804 3.537
H -3.093 0.385 0.934
H -2.250 0.688 2.446
H -2.297 1.485 -1.088
H -0.838 2.567 -0.957
H -2.614 5.242 0.683
H -1.032 4.635 0.075
H -4.297 2.071 -0.166
H -4.624 3.581 0.613

The calculation puts the lowest unoccupied orbital energy (spin up / spin down) at -0.07 / -0.13 eV. The value obtained for the highest occupied orbital energy (spin up / spin down) is -6.4312 / -6.7633 eV. The value obtained for the gap between HOMO and LUMO (spin up / spin down) is 6.36 / 6.63 eV. As for the spin multiplicity: 5. As for the net charge: 0.

***

No. 2
C16H27KO6S5 as an isolated structure, computed with ωB97M-V with the def2-TZVPD basis set.

Cartesian coordinates (Å):
K 0.902 -0.567 0.196
C 0.882 -0.248 -3.136
C -0.541 -0.756 -2.979
O -1.060 -0.589 -1.665
C -1.745 0.649 -1.472
C -2.318 0.691 -0.077
O -1.251 0.671 0.849
C -1.615 0.829 2.202
C -0.336 0.940 3.010
O 0.550 -0.168 2.866
C 0.291 -1.315 3.646
C -0.538 -2.363 2.917
O 0.000 -2.705 1.651
C 0.993 -3.714 1.651
C 1.207 -4.149 0.222
O 1.811 -3.104 -0.519
C 1.682 -3.291 -1.919
C 2.338 -2.128 -2.634
O 1.809 -0.874 -2.258
H 0.936 0.817 -2.907
H 1.193 -0.387 -4.179
H -0.590 -1.826 -3.193
H -1.177 -0.244 -3.710
H -2.563 0.738 -2.196
H -1.065 1.493 -1.609
H -2.983 -0.167 0.091
H -2.901 1.615 0.030
H -2.245 -0.009 2.528
H -2.187 1.754 2.343
H -0.586 1.088 4.067
H 0.219 1.804 2.644
H -0.216 -1.050 4.583
H 1.266 -1.733 3.909
H -1.542 -1.990 2.717
H -0.629 -3.255 3.549
H 0.652 -4.579 2.231
H 1.934 -3.357 2.088
H 0.233 -4.401 -0.213
H 1.839 -5.045 0.199
H 0.619 -3.371 -2.177
H 2.178 -4.220 -2.228
H 2.258 -2.283 -3.715
H 3.398 -2.108 -2.372
C 0.246 5.354 1.723
S -1.010 4.146 1.237
C -0.613 3.947 -0.455
C 0.515 3.366 -0.945
S 1.803 2.570 -0.143
S 0.623 3.472 -2.705
C -0.905 4.207 -3.052
S -1.466 4.480 -4.576
S -1.758 4.604 -1.613
H 0.120 5.535 2.790
H 0.107 6.285 1.178
H 1.234 4.939 1.532

The calculation puts the lowest unoccupied orbital energy at -0.06 eV. As for the energy above the lowest of the compared OMol25 structures with the same formula, charge and spin: 0.000 eV. The value obtained for the highest occupied orbital energy is -6.4931 eV. The value obtained for the gap between HOMO and LUMO is 6.43 eV. As for the spin multiplicity: 1. As for the net charge: 0.

***

No. 3
C7H11Br15N2O4 as an isolated structure, computed with ωB97M-V with the def2-TZVPD basis set.

Cartesian coordinates (Å):
C 3.394 2.061 -4.244
N 3.652 0.793 -3.486
O 4.694 0.241 -3.785
O 2.805 0.418 -2.667
H 3.368 1.747 -5.285
H 4.269 2.729 -4.162
H 2.511 2.552 -3.959
C 1.810 0.177 0.554
N 0.343 0.189 0.707
O -0.276 -0.837 0.476
O -0.169 1.227 1.144
H 2.202 -0.814 0.565
H 2.189 0.973 1.197
H 1.921 0.618 -0.412
C -1.095 -0.007 -4.353
Br -2.691 0.970 -3.762
Br -0.208 0.695 -5.902
Br -1.316 -1.855 -4.425
H -0.399 0.207 -3.557
C -0.015 -3.293 2.938
Br -1.056 -4.295 4.132
Br 1.427 -4.404 2.178
Br 0.609 -1.576 3.760
H -0.610 -3.126 2.025
C -3.380 1.189 1.220
Br -3.383 3.095 0.994
Br -4.660 0.212 0.124
Br -3.339 0.595 3.067
H -2.431 0.873 0.816
C -3.393 -3.295 -0.205
Br -2.003 -4.309 -0.983
Br -3.973 -4.048 1.527
Br -4.910 -3.029 -1.332
H -3.020 -2.280 0.128
C 1.391 3.209 4.981
Br 2.707 3.587 6.366
Br 0.019 1.994 5.576
Br 2.190 2.667 3.286
H 0.824 4.150 4.757

The calculation puts the lowest unoccupied orbital energy at -0.41 eV. The value obtained for the highest occupied orbital energy is -10.1091 eV. The value obtained for the gap between HOMO and LUMO is 9.70 eV. As for the spin multiplicity: 1. As for the net charge: 0.

***

No. 4
C29H41F5LaOP2 as an isolated structure, computed with ωB97M-V with the def2-TZVPD basis set.

Cartesian coordinates (Å):
La -0.277 -0.760 0.641
C 1.397 -1.927 2.805
C 1.052 -0.603 3.229
C -0.808 -1.949 3.506
C 0.247 -2.749 2.989
C -0.318 -0.614 3.648
C 2.735 -2.398 2.369
H 3.294 -1.617 1.835
H 2.652 -3.262 1.694
H 3.349 -2.713 3.230
C 0.173 -4.219 2.789
H 1.073 -4.608 2.304
H -0.688 -4.471 2.154
H 0.034 -4.755 3.744
C -2.130 -2.454 3.929
H -2.054 -3.131 4.796
H -2.599 -3.022 3.116
H -2.810 -1.631 4.198
C -1.055 0.521 4.257
H -0.867 0.585 5.343
H -2.138 0.407 4.118
H -0.764 1.485 3.814
C 1.979 0.548 3.377
H 2.233 0.716 4.437
H 1.541 1.492 3.002
H 2.926 0.386 2.840
C 1.278 1.512 -3.508
C 2.496 1.543 -2.898
C 3.270 2.829 -2.742
C 2.461 4.033 -2.215
C 1.292 3.713 -1.350
C 0.017 3.699 -1.818
C -0.351 3.492 -3.260
C 0.666 2.718 -4.135
H 3.717 3.133 -3.708
H 2.172 4.673 -3.066
H 4.135 2.649 -2.076
H 1.434 3.413 -4.518
H 0.751 0.574 -3.680
H 3.227 0.728 -2.930
H 0.113 2.384 -5.027
H -1.323 2.980 -3.341
H -0.811 4.082 -1.218
H -0.503 4.473 -3.747
H 3.155 4.644 -1.616
H 1.491 3.718 -0.285
P 1.842 -0.265 -1.131
C 2.098 -1.359 -2.583
C 3.153 0.747 -0.375
P -1.235 1.781 0.073
C 0.245 0.779 -1.192
C -0.465 3.045 1.147
C -2.626 2.341 -0.937
H 1.173 -1.924 -2.803
H 2.886 -2.086 -2.312
H 2.409 -0.843 -3.504
H 2.975 1.826 -0.526
H 4.121 0.469 -0.819
H 3.199 0.540 0.707
H -2.329 2.909 -1.828
H -3.314 2.959 -0.335
H -3.177 1.442 -1.274
H -0.386 0.462 -2.036
H 0.737 1.718 -1.390
H -0.883 2.944 2.161
H -0.656 4.067 0.784
H 0.622 2.888 1.221
F -5.991 -5.185 -1.920
C -4.996 -4.468 -1.380
C -4.555 -3.293 -1.994
F -5.161 -2.890 -3.130
C -3.513 -2.555 -1.458
F -3.108 -1.408 -2.064
C -2.843 -2.975 -0.286
O -1.828 -2.278 0.168
C -3.328 -4.148 0.323
F -2.762 -4.599 1.475
C -4.373 -4.883 -0.204
F -4.798 -6.009 0.398

The calculation puts the lowest unoccupied orbital energy at -4.17 eV. As for the energy above the lowest of the compared OMol25 structures with the same formula, charge and spin: 0.000 eV. The value obtained for the highest occupied orbital energy is -9.4955 eV. The value obtained for the gap between HOMO and LUMO is 5.33 eV. As for the spin multiplicity: 1. As for the net charge: +1.

***

No. 5
C6H14AlO2 as an isolated structure, computed with ωB97M-V with the def2-TZVPD basis set.

Cartesian coordinates (Å):
Al -4.312 0.242 3.460
C 0.461 -5.863 1.111
C 1.144 -4.776 1.990
C 2.593 -4.513 1.454
O 0.357 -3.650 2.214
H 1.062 -6.766 1.005
H 0.235 -5.555 0.090
H -0.453 -6.173 1.616
H 1.231 -5.304 2.939
H 3.150 -5.440 1.319
H 3.220 -3.911 2.112
H 2.535 -3.990 0.499
C -1.859 5.869 -2.397
C -1.278 4.526 -1.793
C 0.113 4.666 -1.202
O -2.229 4.010 -0.880
H -1.163 6.403 -3.044
H -2.175 6.601 -1.654
H -2.719 5.690 -3.043
H -1.178 3.850 -2.643
H 0.782 5.004 -1.993
H 0.411 3.705 -0.783
H 0.073 5.377 -0.376

The calculation puts the lowest unoccupied orbital energy at -7.81 eV. As for the energy above the lowest of the compared OMol25 structures with the same formula, charge and spin: 8.952 eV. The value obtained for the highest occupied orbital energy is -9.3610 eV. The value obtained for the gap between HOMO and LUMO is 1.55 eV. As for the spin multiplicity: 1. As for the net charge: +1.

***

No. 6
A 11-piece molecular cluster, C26H57FIN13O28P overall, computed with ωB97M-V with the def2-TZVPD basis set.

Cartesian coordinates (Å):
C -1.813 -1.215 -1.374
O -0.759 -1.177 -0.401
C 0.544 -1.210 -0.933
C 1.426 -1.977 0.074
C 1.539 -3.446 -0.404
C 0.193 -4.053 -0.677
O -0.247 -4.320 -1.737
F -0.505 -4.303 0.450
N 0.795 -1.971 1.434
C 0.936 -0.736 2.332
C 1.466 -1.377 3.649
N 1.246 -0.590 4.832
C -0.467 -0.163 2.538
C -1.440 -1.086 3.329
C -2.809 -1.131 2.675
O -3.418 -2.147 2.528
O -3.325 0.085 2.307
C 1.935 0.358 1.760
I 0.837 1.927 0.592
N 2.678 1.030 2.808
C 4.131 0.884 2.799
C 4.716 -0.062 3.825
O 4.844 1.535 2.101
C 2.188 2.300 3.305
C 3.053 3.519 3.150
O 1.126 2.337 3.860
O 2.880 -0.111 0.822
C 2.828 -1.400 0.221
P 4.099 -2.512 0.993
O 4.552 -3.594 0.090
H -1.804 -2.140 -1.953
H -1.764 -0.354 -2.038
H -2.751 -1.164 -0.832
H 0.550 -1.748 -1.886
H 0.940 -0.216 -1.148
H 2.109 -3.456 -1.327
H 2.018 -4.086 0.343
H -0.197 -2.208 1.302
H 1.198 -2.769 1.940
H 2.527 -1.589 3.501
H 0.976 -2.346 3.757
H 2.042 -0.570 5.452
H 0.443 -0.909 5.353
H -0.917 -0.010 1.564
H -0.394 0.787 3.058
H -1.124 -2.127 3.368
H -1.588 -0.679 4.330
H -3.428 0.109 1.340
H 5.359 -0.802 3.355
H 5.369 0.554 4.448
H 3.974 -0.505 4.480
H 2.493 4.383 3.486
H 3.933 3.391 3.787
H 3.407 3.601 2.126
H 3.231 -1.301 -0.794
H 3.557 -3.043 2.186
H 5.123 -1.600 1.294
C -3.500 3.563 -0.596
N -2.285 2.845 -1.060
O -2.407 1.697 -1.443
O -1.229 3.443 -1.017
H -4.350 2.901 -0.694
H -3.332 3.837 0.441
H -3.609 4.450 -1.213
C -6.490 0.418 -2.513
N -5.348 -0.160 -1.755
O -5.282 0.048 -0.556
O -4.536 -0.809 -2.384
H -7.117 0.967 -1.821
H -6.080 1.072 -3.277
H -7.025 -0.411 -2.968
C -6.543 0.573 2.293
N -6.604 1.983 1.820
O -7.432 2.718 2.309
O -5.806 2.303 0.958
H -7.305 0.438 3.050
H -6.715 -0.064 1.430
H -5.545 0.407 2.688
C 7.322 -3.878 -1.846
N 8.121 -3.045 -2.787
O 8.001 -1.838 -2.710
O 8.839 -3.633 -3.567
H 6.731 -3.222 -1.221
H 6.685 -4.525 -2.441
H 8.020 -4.467 -1.259
C 3.032 -5.410 5.541
N 2.054 -4.499 4.885
O 1.414 -3.741 5.580
O 1.956 -4.576 3.669
H 3.002 -5.226 6.608
H 2.734 -6.426 5.301
H 4.011 -5.192 5.122
C 1.284 -4.125 -4.760
N 1.878 -2.849 -4.276
O 1.398 -1.806 -4.657
O 2.822 -2.928 -3.500
H 0.459 -3.896 -5.429
H 2.066 -4.678 -5.272
H 0.953 -4.660 -3.875
C -3.778 3.782 -4.290
N -4.892 2.794 -4.312
O -5.806 2.945 -3.521
O -4.815 1.881 -5.109
H -3.994 4.520 -3.532
H -2.869 3.232 -4.063
H -3.716 4.229 -5.275
C -1.696 -3.485 -9.192
N -0.731 -3.870 -8.125
O -0.871 -3.373 -7.023
O 0.139 -4.659 -8.423
H -2.403 -2.781 -8.772
H -1.121 -3.043 -10.000
H -2.185 -4.395 -9.526
C -1.274 7.809 -3.685
N -1.819 6.441 -3.904
O -1.918 5.700 -2.944
O -2.131 6.144 -5.040
H -1.044 7.919 -2.633
H -0.386 7.903 -4.302
H -2.036 8.514 -4.005
C 0.472 6.784 5.695
N 1.533 7.480 4.914
O 1.577 8.688 4.966
O 2.288 6.776 4.270
H -0.117 7.533 6.211
H -0.129 6.217 4.991
H 0.970 6.118 6.393

The calculation puts the lowest unoccupied orbital energy at -2.94 eV. As for the energy above the lowest of the compared OMol25 structures with the same formula, charge and spin: 0.000 eV. The value obtained for the highest occupied orbital energy is -11.6045 eV. The value obtained for the gap between HOMO and LUMO is 8.66 eV. As for the spin multiplicity: 1. As for the net charge: +1.

***

No. 7
C36H27AsLuN5O2S2 as an isolated structure, computed with ωB97M-V with the def2-TZVPD basis set.

Cartesian coordinates (Å):
Lu -0.364 -0.941 -0.895
C -7.894 -2.367 0.056
C -6.617 -1.540 0.038
C -6.328 -0.691 1.146
C -5.240 0.156 1.090
C -4.343 0.033 0.021
C -4.598 -0.769 -1.080
C -5.749 -1.523 -1.068
S -2.750 0.777 0.240
O -2.107 1.011 -1.075
O -2.948 1.880 1.176
N -1.774 -0.344 0.764
C -1.473 -0.746 2.029
C -1.928 -0.130 3.236
C -1.475 -0.653 4.444
C -0.535 -1.665 4.504
C 0.007 -2.237 3.328
C 0.935 -3.307 3.341
C 1.135 -4.008 2.163
C 0.612 -3.520 0.980
N -0.111 -2.371 0.893
C -0.550 -1.827 2.083
H -8.381 -2.347 1.042
H -7.694 -3.408 -0.184
H -8.638 -2.004 -0.654
H -6.992 -0.640 2.003
H -5.026 0.903 1.836
H -3.935 -0.708 -1.963
H -5.930 -2.197 -1.908
H -2.535 0.781 3.182
H -1.878 -0.238 5.384
H -0.182 -2.037 5.452
H 1.426 -3.611 4.253
H 1.664 -4.990 2.109
H 0.779 -4.150 0.080
S 2.024 -1.896 -1.744
C 3.112 -0.864 -2.616
C 3.851 -1.394 -3.687
C 4.803 -0.624 -4.356
C 4.949 0.734 -4.040
C 4.199 1.271 -3.012
C 3.339 0.487 -2.229
As 2.012 1.114 -0.915
C 2.444 3.001 -1.038
C 3.568 3.594 -0.479
C 3.713 4.979 -0.556
C 2.791 5.751 -1.256
C 1.713 5.114 -1.886
C 1.581 3.752 -1.833
C 2.903 0.754 0.768
C 2.387 1.398 1.903
C 2.765 1.008 3.188
C 3.863 0.129 3.330
C 4.377 -0.493 2.200
C 3.856 -0.241 0.922
H 3.639 -2.431 -3.958
H 5.437 -1.092 -5.106
H 5.607 1.382 -4.615
H 4.342 2.317 -2.724
H 4.249 2.960 0.115
H 4.598 5.382 -0.063
H 2.928 6.819 -1.294
H 0.996 5.687 -2.477
H 0.823 3.227 -2.422
H 1.777 2.295 1.761
H 2.288 1.465 4.043
H 4.243 -0.037 4.329
H 5.210 -1.178 2.330
H 4.174 -0.846 0.060
N -1.401 -1.777 -2.572
C -1.809 -1.464 -3.625
N -2.333 -1.087 -4.699
C -3.366 -0.260 -4.751
N -4.233 0.490 -5.042

The calculation puts the lowest unoccupied orbital energy at -1.23 eV. As for the energy above the lowest of the compared OMol25 structures with the same formula, charge and spin: 0.000 eV. The value obtained for the highest occupied orbital energy is -7.8016 eV. The value obtained for the gap between HOMO and LUMO is 6.58 eV. As for the spin multiplicity: 1. As for the net charge: 0.

***

Which of these has the highest spin multiplicity? C38H40BrFeN7

***

net charge of number 7 (C36H27AsLuN5O2S2)? 0

***

Which formula does entry 3 have? C7H11Br15N2O4